{"formula": "CH3I2N2", "method": "wB97M-V/def2-TZVPD", "orbital_gap_ha": [0.2708, 0.2364], "molar_mass_g_mol": 296.9, "e_above_lowest_ev": 5.155, "lumo_ev": [-5.52, -5.86], "total_charge": 1, "species": ["I", "I", "N", "N", "C", "H", "H", "H"], "xyz": [[0.5853, 0.5189, 1.7472], [0.9558, -2.8904, 2.2216], [1.6034, -1.1744, 1.6841], [-0.7644, 0.3116, -1.2384], [-0.2369, 1.1353, -0.4444], [-1.3286, 0.4858, -2.0796], [-0.4627, -0.6251, -1.2968], [-0.3520, 2.2383, -0.5936]], "forces_ev_per_angstrom": [[0.4608, -0.7683, 0.1024], [-1.0620, -1.7058, 0.5214], [0.9366, 2.3849, -0.4743], [-0.5435, 0.2717, -1.8833], [0.2066, 1.6291, 0.4672], [0.0907, 0.8308, 0.3625], [0.3334, -1.6846, 0.8369], [-0.4228, -0.9578, 0.0672]]}